# 1
DFT (the ωB97M-V functional and the def2-TZVPD basis) results for a single C13H22N6O6 molecule in a non-equilibrium geometry.

Cartesian coordinates (Å):
C -0.07 2.18 -3.86
C 0.51 1.16 -3.13
C -0.16 -0.14 -2.84
O -1.55 -0.06 -2.58
N 0.38 -0.77 -1.65
C 0.27 -0.20 -0.40
N -0.62 0.78 -0.22
C -0.90 1.01 1.03
N -1.92 1.96 1.26
C -2.64 2.63 0.17
O -1.66 3.43 -0.44
C -2.06 2.64 2.53
O -3.41 2.45 2.78
N -0.25 0.48 2.06
C 0.62 -0.42 1.75
N 1.28 -1.11 2.73
C 2.32 -2.10 2.39
O 3.15 -2.17 3.52
C 0.58 -1.26 4.03
O 0.92 -0.06 4.68
N 0.98 -0.75 0.54
C 0.87 -2.15 -1.77
O -0.36 -2.79 -2.06
C 1.89 -2.16 -2.87
C 1.62 -2.71 -4.12
H -1.05 2.07 -4.29
H 0.43 3.14 -4.02
H 1.56 1.30 -2.80
H -0.03 -0.79 -3.70
H -1.55 0.46 -1.78
H -3.46 3.27 0.55
H -3.08 1.94 -0.54
H -0.98 2.80 -0.77
H -1.83 3.70 2.43
H -1.39 2.19 3.33
H -3.64 1.51 2.59
H 1.93 -3.10 2.17
H 2.85 -1.78 1.54
H 3.22 -1.28 3.96
H 0.95 -2.18 4.54
H -0.54 -1.39 3.93
H 0.72 0.67 4.03
H 1.29 -2.60 -0.86
H -1.09 -2.16 -1.94
H 2.84 -1.75 -2.66
H 2.36 -2.67 -4.93
H 0.69 -3.19 -4.30

Summary:
Charge   0
2S+1   1
LUMO level   0.43 eV



# 2
DFT (the ωB97M-V functional and the def2-TZVPD basis) results for a molecular structure, C13H22NO in a non-equilibrium geometry.

Cartesian coordinates (Å):
C 3.31 1.26 -0.89
H 4.17 0.90 -0.42
H 3.58 1.65 -1.78
C 2.43 2.07 -0.13
H 1.65 2.33 -0.88
C 2.04 1.56 1.23
C 3.15 1.39 2.22
H 3.82 1.97 2.33
H 2.88 0.77 3.17
H 3.80 0.40 1.76
H 1.33 2.04 1.93
N 1.42 0.10 1.01
H 0.62 0.37 0.00
H 1.92 -0.52 0.66
C 0.57 -0.50 1.97
H -0.01 0.52 2.64
H 1.07 -0.87 2.61
C -0.57 -1.22 1.39
O -1.13 -0.71 0.33
C -2.13 -1.01 -0.38
C -2.59 -2.36 -0.31
C -3.67 -2.64 -0.94
C -4.12 -1.97 -2.06
C -3.54 -0.59 -2.24
C -2.37 -0.53 -1.52
C -1.90 1.02 -1.77
H -0.80 1.05 -2.25
H -1.84 1.51 -0.72
H -2.36 1.78 -2.45
H -3.88 -0.02 -3.21
H -4.86 -2.38 -2.78
H -4.05 -3.77 -1.04
H -2.41 -2.97 0.57
H -0.08 -2.19 0.91
H -1.32 -1.52 2.07
H 2.90 2.91 0.34
H 2.98 0.18 -1.36

Summary:
Charge   +1
2S+1   1
LUMO level   -2.90 eV



# 3
DFT (the ωB97M-V functional and the def2-TZVPD basis) results for a molecular structure, C13H23AsIrN2O7S3 in a non-equilibrium geometry.

Cartesian coordinates (Å):
Ir 0.00 0.00 0.00
O 2.15 -1.21 2.15
S 1.54 0.00 1.54
O 2.15 1.21 2.15
O 0.03 0.00 2.01
O 2.01 0.00 0.03
S 0.00 2.42 0.00
C -1.03 2.47 1.28
N -2.40 2.37 1.22
C -3.00 2.57 2.51
C -1.81 2.52 3.47
N -0.67 2.63 2.60
H -2.90 2.34 0.33
H -3.74 1.79 2.71
H -3.49 3.55 2.52
H -1.75 1.56 4.00
H -1.81 3.34 4.19
H 0.30 2.63 2.89
C -0.27 -0.12 -4.53
As 0.00 0.00 -2.58
C 1.81 -0.79 -2.59
C 0.38 1.96 -2.49
C 1.38 2.48 -3.49
C 2.75 2.21 -3.34
C 3.68 2.71 -4.26
C 3.25 3.49 -5.34
C 1.89 3.78 -5.49
C 0.96 3.28 -4.57
H 0.59 0.32 -5.07
H -1.20 0.43 -4.81
H -0.38 -1.18 -4.82
H 2.41 -0.40 -3.43
H 1.72 -1.88 -2.72
H 2.31 -0.58 -1.62
H 0.69 2.25 -1.47
H -0.61 2.44 -2.68
H 3.11 1.62 -2.51
H 4.73 2.49 -4.14
H 3.96 3.88 -6.05
H 1.55 4.39 -6.31
H -0.09 3.52 -4.70
C -4.44 -0.10 0.66
S -3.29 0.10 -0.67
O -3.61 1.43 -1.19
O -3.61 -1.01 -1.56
O -1.99 0.00 0.00
H -5.45 -0.04 0.26
H -4.28 0.69 1.39
H -4.28 -1.08 1.12
H 0.00 -1.72 0.00

Summary:
Charge   -1
Expectation value of S²   6.03
2S+1   5
LUMO level (alpha / beta)   2.49 / -0.37 eV



# 4
DFT (the ωB97M-V functional and the def2-TZVPD basis) results for a molecular structure, C13H23AuClFNO2P2.

Cartesian coordinates (Å):
Au 0.46 -0.64 -0.16
C -0.26 1.68 3.60
P 0.05 1.32 1.85
C -1.67 1.68 1.22
C 0.93 2.74 1.11
C 1.13 2.63 -0.41
P 1.85 1.04 -0.93
C 3.52 1.01 -0.25
C 2.03 1.16 -2.72
H -0.72 2.66 3.70
H 0.66 1.64 4.17
H -0.96 0.95 4.01
H -2.02 2.63 1.63
H -2.36 0.89 1.53
H -1.69 1.73 0.13
H 1.88 2.84 1.63
H 0.35 3.65 1.32
H 1.77 3.44 -0.76
H 0.18 2.71 -0.93
H 4.05 1.93 -0.52
H 4.07 0.16 -0.66
H 3.48 0.91 0.83
H 2.61 2.05 -2.98
H 1.05 1.21 -3.18
H 2.55 0.28 -3.09
F 1.51 0.44 2.23
Cl -3.41 -4.31 1.94
C -1.90 -4.13 1.13
C -1.20 -5.23 0.66
C 0.01 -5.01 0.02
C 0.47 -3.72 -0.13
N -0.22 -2.66 0.32
C -1.38 -2.86 0.94
H -1.59 -6.23 0.80
H 0.59 -5.84 -0.36
H 1.41 -3.51 -0.62
H -1.93 -1.99 1.28
C -2.40 0.85 -3.18
O -1.25 0.61 -2.32
C -1.37 -0.38 -1.44
O -2.33 -1.06 -1.27
H -2.00 1.26 -4.10
H -3.06 1.56 -2.69
H -2.92 -0.09 -3.37

Summary:
Charge   +1
Expectation value of S²   2.01
2S+1   3
LUMO level (alpha / beta)   -2.56 / -4.21 eV



# 5
DFT (the ωB97M-V functional and the def2-TZVPD basis) results for a molecular structure, C13H23BF4MgNP in a non-equilibrium geometry.

Cartesian coordinates (Å):
C -2.77 0.21 -2.87
C -2.55 -0.98 -2.18
C -1.75 -1.02 -1.01
C -1.20 0.15 -0.52
C -1.49 1.35 -1.14
C -2.26 1.39 -2.35
C -1.64 -2.38 -0.36
C -0.24 -2.97 -0.20
N 0.81 -1.94 0.05
Mg 0.15 -0.48 1.47
C -0.90 2.65 -0.64
P 0.67 2.19 0.22
H -2.96 -1.92 -2.57
H -2.44 2.35 -2.83
H -3.34 0.22 -3.82
H -1.56 3.22 0.04
H -0.72 3.34 -1.50
H -2.14 -2.35 0.62
H -2.22 -3.09 -0.97
H -0.25 -3.66 0.65
C 1.41 3.59 1.04
C 1.65 1.91 -1.27
H 0.03 -3.55 -1.11
C 1.36 -1.47 -1.25
C 1.91 -2.51 0.84
H 0.41 1.20 1.34
H 1.81 -2.30 -1.81
H 0.55 -1.04 -1.85
H 2.09 -0.68 -1.05
H 2.47 -3.29 0.29
H 2.61 -1.73 1.14
H 1.51 -2.98 1.75
H 1.79 2.87 -1.78
H 2.64 1.53 -1.01
H 1.19 1.24 -2.00
H 1.60 4.45 0.39
H 0.82 3.89 1.91
H 2.37 3.18 1.35
H 1.69 0.56 1.04
F -0.81 -0.70 3.08
B -0.22 -0.21 4.51
F 0.40 0.97 4.06
F -1.22 -0.02 5.43
F 0.70 -1.19 4.83

Summary:
Charge   0
2S+1   1
LUMO level   0.08 eV



# 6
DFT (the ωB97M-V functional and the def2-TZVPD basis) results for a molecular structure, C13H23BF4N5O4SSc.

Cartesian coordinates (Å):
Sc 0.72 0.34 -0.60
N 0.93 2.72 -0.38
C 0.02 3.65 -1.07
C -1.33 3.00 -1.31
N -1.20 1.72 -2.01
C -0.82 1.89 -3.41
C 0.68 1.74 -3.66
N 1.19 0.60 -2.92
C -2.41 0.89 -1.86
C -2.12 -0.57 -2.14
N -1.10 -1.07 -1.20
H 0.76 2.80 0.62
H 1.90 2.96 -0.52
H 0.47 3.95 -2.01
H -0.14 4.57 -0.49
H -1.97 3.69 -1.88
H -1.81 2.82 -0.35
H -1.16 2.86 -3.79
H -1.34 1.14 -4.01
H 1.23 2.62 -3.33
H 0.85 1.66 -4.74
H 2.21 0.54 -2.94
H 0.88 -0.28 -3.32
H -3.21 1.24 -2.53
H -2.77 1.00 -0.84
H -1.73 -0.71 -3.15
H -3.05 -1.14 -2.07
H -0.71 -1.96 -1.49
H -1.52 -1.22 -0.28
O 3.88 -1.57 0.06
S 3.17 -0.76 -0.88
O 1.80 -1.35 -1.22
O 3.86 -0.42 -2.11
O 2.68 0.56 -0.23
N 0.68 -1.12 1.29
C 0.66 -1.88 2.14
C 0.64 -2.81 3.23
C -0.29 -2.64 4.26
C -0.30 -3.53 5.31
C 0.61 -4.58 5.34
C 1.54 -4.74 4.32
C 1.57 -3.85 3.26
H -0.98 -1.80 4.22
H -1.01 -3.41 6.11
H 0.60 -5.27 6.17
H 2.25 -5.55 4.36
H 2.29 -3.95 2.46
F -0.85 0.98 0.68
B -1.45 1.46 2.00
F -1.10 2.80 2.05
F -2.81 1.26 1.84
F -0.90 0.71 3.00

Summary:
Charge   0
2S+1   1
LUMO level   0.11 eV



# 7
DFT (the ωB97M-V functional and the def2-TZVPD basis) results for a molecular structure, C13H23BN6OsSi in a non-equilibrium geometry.

Cartesian coordinates (Å):
C 2.82 -0.84 -0.06
N 1.50 -0.69 -0.33
N 1.38 -0.16 -1.61
C 2.62 -0.07 -2.15
C 3.54 -0.45 -1.19
B 0.04 0.09 -2.34
N -0.82 -1.19 -1.94
N -1.01 -1.81 -0.69
C -1.82 -2.89 -0.87
C -2.08 -3.01 -2.23
C -1.43 -1.96 -2.87
Os 0.05 -1.62 1.06
N -0.55 1.60 -2.27
N -0.89 2.14 -1.06
C -1.41 3.35 -1.26
C -1.35 3.67 -2.65
C -0.79 2.53 -3.24
H -1.81 3.95 -0.46
H -0.55 2.35 -4.28
H -1.68 4.58 -3.11
H 0.27 -0.07 -3.53
H -1.33 -1.70 -3.91
H 2.76 0.23 -3.17
H -2.65 -3.81 -2.67
H 4.61 -0.48 -1.28
H -2.20 -3.47 -0.03
H 3.18 -1.21 0.89
H -1.82 -0.73 1.06
C -1.82 -1.63 1.74
H -2.69 -2.22 1.44
H -0.97 -2.51 1.79
H -1.93 -1.32 2.78
C -0.93 1.00 3.43
Si 0.47 0.20 2.41
C 1.33 1.75 1.75
C 1.61 -0.73 3.58
H -1.55 1.66 2.80
H -0.47 1.62 4.21
H -1.59 0.26 3.90
H 1.64 2.37 2.61
H 2.23 1.54 1.17
H 0.65 2.35 1.12
H 1.94 0.01 4.32
H 1.04 -1.52 4.08
H 2.47 -1.16 3.06

Summary:
Charge   +4
Expectation value of S²   6.05
2S+1   5
LUMO level (alpha / beta)   -15.45 / -17.91 eV



# 8
DFT (the ωB97M-V functional and the def2-TZVPD basis) results for 4 unconnected molecules or ions with the total composition C13H23BrCl2N7O7 in a non-equilibrium geometry.

Cartesian coordinates (Å):
O -1.06 1.59 -0.95
C 0.14 1.76 -0.99
Cl 1.21 0.51 -0.37
C 0.68 3.09 -1.52
C 1.74 3.01 -2.61
C 1.47 2.37 -3.82
C 0.13 1.69 -4.14
O 0.30 0.28 -4.17
O 1.34 -0.08 -3.28
C 2.44 2.32 -4.83
Cl 2.13 1.58 -6.35
C 3.63 2.88 -4.60
N 3.89 3.49 -3.44
Br 5.61 4.20 -3.28
C 3.00 3.57 -2.46
C 3.37 4.24 -1.16
C 3.89 3.12 -0.18
O 4.14 1.93 -0.95
H 1.02 3.64 -0.64
H -0.16 3.67 -1.91
H -0.62 2.00 -3.41
H -0.15 1.99 -5.15
H 1.73 -0.89 -3.62
H 4.39 2.87 -5.37
H 4.14 5.00 -1.29
H 2.51 4.73 -0.71
H 3.12 2.85 0.55
H 4.82 3.42 0.31
H 5.04 1.63 -0.79
C -1.79 -1.85 1.02
O -1.89 -1.11 1.99
N -1.99 -3.19 1.11
N -1.47 -1.38 -0.22
H -1.91 -3.82 0.33
H -2.23 -3.56 2.01
H -1.32 -0.39 -0.32
H -1.38 -1.96 -1.03
C -4.55 -1.56 4.01
O -3.68 -2.42 4.07
N -4.44 -0.45 3.23
N -5.71 -1.65 4.73
H -5.14 0.26 3.18
H -3.59 -0.35 2.68
H -5.83 -2.46 5.32
H -6.44 -0.96 4.70
C -0.88 -5.99 4.38
O 0.11 -6.67 4.58
N -1.81 -6.30 3.42
N -1.17 -4.87 5.10
H -2.63 -5.75 3.24
H -1.64 -7.12 2.87
H -0.51 -4.60 5.81
H -1.98 -4.29 4.95

Summary:
Charge   +1
2S+1   1
LUMO level   -4.63 eV



- Which value of 2S+1 does entry 5 give?
  1



What did the fourth record say?
DFT (the ωB97M-V functional and the def2-TZVPD basis) results for a molecular structure, C13H23AuClFNO2P2.

Cartesian coordinates (Å):
Au 0.46 -0.64 -0.16
C -0.26 1.68 3.60
P 0.05 1.32 1.85
C -1.67 1.68 1.22
C 0.93 2.74 1.11
C 1.13 2.63 -0.41
P 1.85 1.04 -0.93
C 3.52 1.01 -0.25
C 2.03 1.16 -2.72
H -0.72 2.66 3.70
H 0.66 1.64 4.17
H -0.96 0.95 4.01
H -2.02 2.63 1.63
H -2.36 0.89 1.53
H -1.69 1.73 0.13
H 1.88 2.84 1.63
H 0.35 3.65 1.32
H 1.77 3.44 -0.76
H 0.18 2.71 -0.93
H 4.05 1.93 -0.52
H 4.07 0.16 -0.66
H 3.48 0.91 0.83
H 2.61 2.05 -2.98
H 1.05 1.21 -3.18
H 2.55 0.28 -3.09
F 1.51 0.44 2.23
Cl -3.41 -4.31 1.94
C -1.90 -4.13 1.13
C -1.20 -5.23 0.66
C 0.01 -5.01 0.02
C 0.47 -3.72 -0.13
N -0.22 -2.66 0.32
C -1.38 -2.86 0.94
H -1.59 -6.23 0.80
H 0.59 -5.84 -0.36
H 1.41 -3.51 -0.62
H -1.93 -1.99 1.28
C -2.40 0.85 -3.18
O -1.25 0.61 -2.32
C -1.37 -0.38 -1.44
O -2.33 -1.06 -1.27
H -2.00 1.26 -4.10
H -3.06 1.56 -2.69
H -2.92 -0.09 -3.37

Summary:
Charge   +1
Expectation value of S²   2.01
2S+1   3
LUMO level (alpha / beta)   -2.56 / -4.21 eV